Model w:
C4H9NO as an isolated structure. Source: the OMol25 dataset; level of theory: ωB97M-V/def2-TZVPD.

## Properties
HOMO level: -8.19 eV

```
15
C4H9NO (ωB97M-V/def2-TZVPD)
C -0.3307 0.0447 -0.0096
C -1.5118 0.7871 -0.5925
C -0.0425 0.4100 1.4457
C 0.8258 -0.0466 -0.8806
N 1.4175 -1.4044 -0.4302
O 1.0906 0.4120 -1.9602
H 0.1014 -1.3045 0.0842
H 1.7435 -1.9435 -1.2233
H 2.0962 -1.4388 0.3218
H -1.3371 1.8685 -0.6027
H -0.9235 0.2155 2.0598
H 0.7911 -0.1542 1.8681
H -1.7042 0.4785 -1.6200
H -2.4075 0.5995 0.0031
H 0.1912 1.4760 1.5366
```

Model x:
A 2-piece molecular cluster, C4H9NO overall. Source: the OMol25 dataset; level of theory: ωB97M-V/def2-TZVPD.

## Properties
HOMO level: -7.95 eV
SMILES: C=CN.C=CO

```
15
C4H9NO (ωB97M-V/def2-TZVPD)
C -1.7905 1.8861 0.2402
C -1.7916 1.4449 -1.0202
N -0.7031 1.0329 -1.7759
H -0.8871 1.8480 0.8360
H -2.7335 2.1893 0.6754
H -2.7182 1.4329 -1.5828
H 0.1761 0.8755 -1.3208
H -0.8339 1.1106 -2.7637
C 0.7430 -1.7387 1.4454
C 1.9788 -1.4420 1.0946
O 2.3448 -1.5955 -0.2462
H 0.2898 -1.5770 2.3959
H 0.1614 -2.2004 0.6556
H 2.7521 -0.9788 1.7009
H 3.0119 -2.2877 -0.3345
```

The calculated energies rank the structures as follows, beginning with the most stable: model x, model w.

Model w:
One molecule with the formula C4H9NO. Source: the OMol25 dataset; level of theory: ωB97M-V/def2-TZVPD.

## Properties
HOMO level: -8.58 eV
SMILES: CN(C)CC=O

```
15
C4H9NO (ωB97M-V/def2-TZVPD)
C -1.5015 -0.8752 0.2084
N -0.3271 -0.0376 0.1191
C -0.5155 1.3642 -0.2060
C 0.8897 -0.5853 -0.4408
C 1.9730 -0.0935 0.4993
O 2.7236 0.8238 0.2691
H -2.0604 -1.0416 -0.7308
H -2.1886 -0.4328 0.9381
H -1.2109 -1.8554 0.5974
H -1.5229 1.6848 0.0729
H 0.2002 1.9761 0.3544
H -0.3650 1.5870 -1.2769
H 1.0969 -0.2448 -1.4687
H 0.8608 -1.6819 -0.4256
H 1.9475 -0.5878 1.4900
```

Model x:
A 2-piece molecular cluster, C4H9NO overall. Source: the OMol25 dataset; level of theory: ωB97M-V/def2-TZVPD.

## Properties
HOMO level: -9.10 eV

```
15
C4H9NO (ωB97M-V/def2-TZVPD)
O 1.8880 -0.5738 -0.0204
C 0.7394 -0.5894 -0.3621
C -0.1634 0.9645 -0.3277
C -0.2924 -0.1741 0.6959
C -1.7107 -0.7320 0.7099
N -1.0526 1.1459 -1.2319
H 0.3923 -1.3217 -1.1080
H 0.4629 1.7971 0.0016
H 3.0092 -0.0022 2.5885
H 0.2169 0.0424 1.6193
H -2.2016 -0.6268 1.6721
H -2.2094 -0.2204 -0.1122
H -1.6710 -1.7848 0.4300
H 3.4524 -0.1049 2.0024
H -0.7069 1.2439 -2.1816
```

The calculated energies rank the structures as follows, beginning with the most stable: model w, model x.

Model w:
One molecule with the formula C3H7NO2. Source: the OMol25 dataset; level of theory: ωB97M-V/def2-TZVPD.

## Properties
HOMO level: -9.88 eV
SMILES: CC(=O)NCO

```
13
C3H7NO2 (ωB97M-V/def2-TZVPD)
O 0.2773 1.9034 -0.9266
C 0.3227 0.7261 -0.6911
N 0.7568 0.2414 0.5690
C -0.1237 -0.3832 1.5518
O -1.4916 -0.1435 1.2971
C 0.0950 -0.3793 -1.7088
H 1.2838 1.0001 0.9847
H 0.0754 -1.4491 1.6004
H 0.0981 0.0358 2.5225
H -1.5940 0.3945 0.5007
H 1.0682 -0.8684 -1.7111
H -0.5829 -1.1476 -1.3374
H -0.1851 0.0697 -2.6513
```

Model x:
A 2-piece molecular cluster, C3H7NO2 overall. Source: the OMol25 dataset; level of theory: ωB97M-V/def2-TZVPD.

## Properties
HOMO level: -9.93 eV
SMILES: CNC=O.C=O

```
13
C3H7NO2 (ωB97M-V/def2-TZVPD)
C -1.0847 -1.8128 0.3486
N -0.1240 -0.7828 0.0156
C 0.2789 0.1218 0.9437
O -0.2796 0.3550 1.9984
C 0.8407 2.1618 -1.0444
O 1.5461 1.4873 -1.7543
H -0.6069 -2.7981 0.3260
H -1.4268 -1.6057 1.3640
H -1.9434 -1.8102 -0.3282
H 0.4123 -0.8515 -0.8377
H 1.2482 2.7892 -0.2269
H -0.2621 2.1697 -1.1415
H 1.2013 0.6394 0.6351
```

The calculated energies rank the structures as follows, beginning with the most stable: model w, model x.

Model w:
One molecule with the formula C3H7NO2. Source: the OMol25 dataset; level of theory: ωB97M-V/def2-TZVPD.

## Properties
HOMO level: -10.80 eV
SMILES: CC(C)[N+](=O)[O-]

```
13
C3H7NO2 (ωB97M-V/def2-TZVPD)
C -0.6058 -0.8257 -1.0015
C 0.7927 1.1747 -0.1628
C -0.3635 0.1985 0.1605
N 0.0334 -0.6054 1.5450
O -0.4536 -1.6965 1.7046
O 0.7477 -0.0041 2.3217
H -1.2737 -1.6913 -1.0094
H -0.9551 -0.1496 -1.7494
H 0.3363 -1.1294 -1.3284
H 1.6320 0.7633 -0.8447
H 1.2338 1.3562 0.8076
H 0.2934 1.9187 -0.8173
H -1.4176 0.6906 0.3740
```

Model x:
One molecule with the formula C3H7NO2. Source: the OMol25 dataset; level of theory: ωB97M-V/def2-TZVPD.

## Properties
HOMO level: -9.71 eV
SMILES: O=CNCCO

```
13
C3H7NO2 (ωB97M-V/def2-TZVPD)
C -0.4569 0.4179 -1.4659
C 0.1708 0.7332 -0.2147
C 0.8582 -0.7598 1.5937
H -2.2060 -0.1686 -2.2200
H -0.1794 1.0827 -2.4078
H -0.0391 -0.6233 -1.8075
H -0.2606 1.6495 0.0055
H 1.1308 0.6021 -0.2778
H -1.2072 -0.0767 0.9154
H 0.6117 -1.3667 2.5492
N -0.1791 -0.1455 0.8482
O -1.9895 0.2755 -1.4927
O 1.9860 -0.5790 1.2211
```

The calculated energies rank the structures as follows, beginning with the most stable: model x, model w.

Model w:
One molecule with the formula C5H12N2. Source: the OMol25 dataset; level of theory: ωB97M-V/def2-TZVPD.

## Properties
HOMO level: -8.06 eV
SMILES: N/C=C/CCCN

```
19
C5H12N2 (ωB97M-V/def2-TZVPD)
C 1.4232 0.1626 -1.1480
C 0.4702 -1.0477 -0.8507
C -0.0334 -1.0253 0.5989
N -2.7700 1.6917 1.1003
C -1.9012 0.6970 0.7081
C -0.7357 0.2632 1.0968
N 2.7801 -0.3281 -1.0218
H 1.2323 0.9967 -0.5247
H 1.2701 0.4198 -2.2815
H 0.8803 -2.0568 -1.2372
H -0.4980 -1.1308 -1.4286
H -0.6457 -1.9788 0.6295
H 0.7547 -1.2578 1.4378
H -3.7401 1.4273 0.9825
H -2.4766 2.6703 1.4116
H -2.5942 0.0126 0.1319
H 0.0400 0.9241 1.6698
H 3.5593 0.3705 -1.1494
H 2.9847 -0.8104 -0.1253
```

Model x:
One molecule with the formula C5H12N2. Source: the OMol25 dataset; level of theory: ωB97M-V/def2-TZVPD.

## Properties
HOMO level: -8.23 eV
SMILES: C[C@@H](N)C/C=C/N

```
19
C5H12N2 (ωB97M-V/def2-TZVPD)
C 1.2684 -1.2599 -0.5800
C -0.2248 -1.1616 -0.2641
C -0.3901 -0.3048 1.0558
C 0.0793 1.1127 0.9506
C -0.4392 1.9691 0.0782
N -0.4213 3.4360 0.0959
N -0.8754 -2.4416 -0.1400
H 1.7527 -0.3003 -0.7249
H 1.7639 -1.7652 0.2589
H 1.4348 -1.8662 -1.4849
H -0.6802 -0.5925 -1.0965
H 0.2052 -0.9096 1.7446
H -1.4456 -0.4143 1.2393
H 1.0953 1.3072 1.2905
H -1.1564 1.6465 -0.6766
H 0.5654 3.6865 0.2062
H -0.5990 3.6682 -0.8762
H -1.7017 -2.6241 -0.6893
H -0.2314 -3.1861 -0.3875
```

Model y:
One molecule with the formula C5H12N2. Source: the OMol25 dataset; level of theory: ωB97M-V/def2-TZVPD.

## Properties
HOMO level: -8.78 eV
SMILES: CC(C)N1CN1C

```
19
C5H12N2 (ωB97M-V/def2-TZVPD)
C 0.4628 -1.1285 -0.9638
C -1.5066 0.9397 -0.0563
C 0.8536 2.0179 -0.2709
C -0.1884 -2.5870 0.8740
C -0.0739 0.9401 0.3839
N -0.4321 -1.4599 0.0480
N 0.4593 -0.4326 0.2583
H 1.4228 -1.5851 -1.2258
H 0.1002 -0.5673 -1.7880
H -1.5485 0.4195 -1.0034
H -2.0771 0.3624 0.5699
H -1.8990 2.0682 -0.1695
H 0.3290 2.2376 -1.3475
H 1.8815 1.7054 -0.3707
H 0.6728 2.9301 0.3005
H -0.7636 -2.2228 1.7087
H -0.3666 -3.6677 0.5355
H 0.9309 -2.6733 1.1598
H 0.1497 1.1322 1.5076
```

The calculated energies rank the structures as follows, beginning with the most stable: model x, model w, model y.

Model w:
C5H12N2 as an isolated structure. Source: the OMol25 dataset; level of theory: ωB97M-V/def2-TZVPD.

## Properties
HOMO level: -7.65 eV

```
19
C5H12N2 (ωB97M-V/def2-TZVPD)
C 0.4173 -1.9350 -0.2015
N -0.8816 0.2995 2.3558
C -0.3764 -1.3471 0.7647
N 0.0317 -0.2920 1.4667
H -0.5767 0.1209 3.3054
H -1.8347 -0.0409 2.2366
H -1.4392 -1.6055 0.8110
H 0.0053 -2.7423 -0.7887
H 0.7568 -0.5391 -0.9872
H 1.4895 -1.9685 -0.0639
C -0.4247 1.0335 -1.8879
C 0.7976 0.7051 -1.0412
C 0.7674 1.0879 0.3425
H 1.7483 0.9114 -1.5340
H -0.3510 0.5747 -2.8760
H -0.5456 2.1106 -2.0224
H -1.3283 0.6482 -1.4090
H 0.0225 1.7995 0.6789
H 1.7219 1.1789 0.8503
```

Model x:
One molecule with the formula C5H12N2. Source: the OMol25 dataset; level of theory: ωB97M-V/def2-TZVPD.

## Properties
HOMO level: -8.49 eV
SMILES: C[C@@H]1[C@@H](N)CN1C

```
19
C5H12N2 (ωB97M-V/def2-TZVPD)
C -0.5757 -0.8205 -1.4311
C -0.3964 0.3795 -0.5775
C 1.0855 0.7601 -0.3396
C 0.9548 -0.0258 0.9771
C -1.2555 -1.1642 1.1773
H -0.1611 -1.6976 -0.8983
H -0.0293 -0.5980 -2.4179
H -1.6855 -1.0932 -1.5744
H -1.1338 1.1456 -0.8185
H 1.7241 0.3916 -1.1811
H 0.7961 2.5784 0.5429
H 1.4223 2.6766 -1.0365
H 1.3263 -1.1174 1.0656
H 1.3312 0.5693 1.8126
H -0.7700 -2.0876 0.7530
H -2.3025 -0.9539 0.9007
H -1.2410 -1.1514 2.3263
N 1.4186 2.1552 -0.1279
N -0.5081 0.0531 0.8473
```

Model y:
A 2-piece molecular cluster, C5H12N2 overall. Source: the OMol25 dataset; level of theory: ωB97M-V/def2-TZVPD.

## Properties
HOMO level: -7.43 eV
SMILES: CC=C(N)N.C=C

```
19
C5H12N2 (ωB97M-V/def2-TZVPD)
C -0.1611 1.7932 0.6916
C 1.3839 -0.1538 0.4228
N 1.3834 -0.1015 -0.9718
N 2.1861 -1.1836 0.9327
C 0.7329 0.7218 1.2075
H 2.2560 -0.3890 -1.3920
H 1.0537 0.7784 -1.3395
H 2.0004 -1.3857 1.9061
H 2.1566 -2.0214 0.3644
H 0.6986 0.5251 2.2681
H 0.3350 2.4237 -0.0481
H -1.0705 1.2842 0.1844
H -0.5155 2.4266 1.4989
C -2.1189 -0.7744 -0.2899
C -2.0184 -0.7319 -1.6101
H -1.0550 -0.8725 -2.0977
H -3.0675 -0.6656 0.2040
H -1.3359 -1.2116 0.3184
H -2.8438 -0.4619 -2.2498
```

Model z:
One molecule with the formula C5H12N2. Source: the OMol25 dataset; level of theory: ωB97M-V/def2-TZVPD.

## Properties
HOMO level: -8.88 eV
SMILES: CCCC/N=C\N

```
19
C5H12N2 (ωB97M-V/def2-TZVPD)
C -0.9951 -0.9461 1.9971
C -1.3428 0.4353 1.4005
C -0.5445 1.0390 0.2707
C -0.3792 0.0618 -0.9140
N 2.2474 0.2235 -1.9824
C 1.7746 -0.8479 -1.3043
N 0.6442 -0.9645 -0.6962
H -0.0127 -0.7868 2.4680
H -1.6381 -1.1400 2.8451
H -0.8921 -1.6505 1.1852
H -2.3845 0.4060 1.0437
H -1.3788 1.1690 2.2201
H 0.4422 1.4208 0.5454
H -1.1012 1.8512 -0.2101
H -0.2332 0.6774 -1.8162
H -1.2825 -0.5047 -1.1402
H 1.7184 1.0786 -1.9927
H 2.9235 0.1765 -2.7208
H 2.4343 -1.6986 -1.1990
```

The calculated energies rank the structures as follows, beginning with the most stable: model z, model y, model x, model w.